Here is 15 unconnected molecules or ions with the total composition C90H212N12O22 at a distorted geometry from the Open Molecules 2025 dataset. Energies are from ωB97M-V with the def2-TZVPD basis set.

The geometry in ORCA input format:
```
! wB97M-V def2-TZVPD RIJCOSX def2/J DEFGRID3
* xyz 0 1
H 7.32 0.81 -5.55
H 7.89 -0.92 1.50
H 0.38 4.96 3.07
H 9.59 0.73 2.90
O 4.85 -1.60 -3.86
H -3.55 -4.37 -2.58
C 6.49 2.28 -4.18
H 3.28 6.36 5.43
H -6.08 2.17 1.55
O 2.04 3.82 3.41
H 3.60 0.67 3.91
H 2.01 8.73 2.83
H -2.15 7.61 -6.20
C 7.96 4.41 -3.88
H -10.64 -8.16 -3.39
C 6.42 0.12 0.15
H -8.24 -8.72 -1.93
H 0.35 2.44 -3.82
H -1.99 -5.91 1.42
H -12.19 -5.52 1.78
C -2.68 -4.23 -3.21
H 5.80 1.62 -6.05
H 9.72 3.24 -3.31
N 0.38 -0.71 -0.99
C 1.24 3.43 -6.88
C -4.57 3.24 3.63
H 2.66 0.65 -0.85
H -7.18 -6.07 -2.94
H 5.29 -2.26 -2.09
C 0.25 2.94 -5.80
H 2.44 0.97 6.60
H 0.69 -2.33 -5.48
O -2.93 -2.05 0.06
H 0.97 -9.37 3.70
H -6.78 -1.48 1.71
H -0.71 -0.12 10.15
H 6.88 7.16 2.25
N 6.26 0.76 2.91
H 7.37 3.32 2.63
H 8.33 -0.22 3.75
C -9.83 -8.65 -3.96
H -0.18 1.08 -0.06
C 4.59 7.39 2.44
O 1.45 -7.66 2.71
O -1.70 5.95 -5.05
C -11.14 -5.41 2.14
H 8.56 0.33 0.46
O -6.35 -4.79 1.35
H 6.07 2.43 3.73
H 4.06 -1.19 -4.29
C -10.91 -3.08 1.46
H 4.81 2.90 2.47
H 8.00 0.96 -3.47
N 1.80 1.72 6.45
H -1.98 -5.23 -6.52
H -1.79 0.24 2.15
H 9.18 4.39 -2.10
H -0.44 3.28 -0.11
N -1.70 5.77 -2.31
H -0.36 -6.37 -1.62
H 5.36 6.40 4.14
C 1.90 1.42 -4.70
H -4.41 -5.55 -5.97
C 3.64 8.47 5.01
H 0.54 2.94 4.62
H 3.62 11.22 5.04
C 2.63 2.60 -8.55
H 4.35 11.46 3.45
H 0.47 0.08 -3.69
C -1.12 0.91 10.10
H 0.48 4.13 -1.31
H 1.04 0.18 0.83
C -7.06 -6.94 -2.29
H -1.42 2.39 1.11
H -0.82 -4.79 -5.31
H 2.55 10.36 2.31
H -2.24 -1.74 -1.80
C -0.73 6.71 -4.32
H 4.44 -0.69 -2.07
H 0.65 3.09 7.40
H -5.45 -6.57 1.44
H -2.38 -3.40 1.24
C -1.64 1.09 2.82
C -2.90 -5.09 -4.48
H -2.00 -3.64 -5.88
C -2.09 2.35 1.97
H 2.45 1.51 -5.62
H -3.43 1.94 5.66
H -1.39 6.24 -7.07
H -1.17 -8.81 -2.09
H 2.04 2.64 8.45
C -8.33 -7.74 -2.40
H -2.38 -1.34 3.70
H -0.38 -7.59 -5.14
H -5.11 -5.15 -4.41
H -2.07 -6.27 -1.34
H -7.12 -3.45 -3.91
C -3.54 2.08 1.56
H -6.64 -5.57 3.18
H 3.43 2.48 5.31
O 4.92 9.61 1.72
H 1.70 -8.11 4.75
H -4.69 -6.52 -0.94
H -1.21 -4.02 -1.54
H -11.14 -7.58 2.49
C 1.14 4.32 2.48
N 7.32 3.36 -4.74
C 8.60 0.75 3.34
H -9.98 -8.63 -5.00
H -9.16 -8.76 3.17
H -2.15 -8.95 -3.61
H -4.00 2.89 0.98
H 0.22 6.76 -4.86
C 5.12 2.88 -3.87
C -7.46 -3.22 -2.92
H 3.52 -2.16 -2.39
O -2.97 -7.32 -5.23
N -2.78 -6.57 -4.06
C 1.30 2.26 7.70
C -1.56 5.00 -1.07
H -2.31 2.00 -0.95
H -0.49 3.73 -5.55
C 8.90 5.28 -4.75
H -5.51 -4.98 -1.19
C 4.49 -1.67 -2.51
H -1.10 7.76 -4.15
H 0.25 6.58 -2.47
H -2.27 -7.03 -5.85
C 3.18 -7.03 1.17
C 1.56 2.76 4.25
H 1.51 1.52 -1.93
H 4.41 -0.80 3.57
H -2.91 -1.00 5.32
H 1.02 0.29 8.62
C -5.84 1.54 2.37
H 1.57 1.82 3.67
H 2.98 -0.30 2.54
H 9.61 4.68 -5.31
H 4.17 -5.55 2.04
H -6.87 -3.70 -2.14
C 4.31 10.80 4.31
C 1.22 -2.26 -4.53
H -4.36 -5.21 0.99
C 1.12 0.10 -4.59
C 0.45 1.17 8.34
H 6.27 5.76 -4.11
H 2.09 -4.92 2.76
C 4.39 6.49 3.66
H 5.20 3.80 -3.34
H 3.20 -3.32 0.37
H 0.53 3.66 1.85
C 8.79 3.68 -2.83
H 5.04 2.41 0.79
H -9.72 -9.67 -3.52
C 7.69 0.14 1.09
O -2.18 -3.96 2.02
C 2.82 -7.76 2.46
H 8.26 5.77 -5.46
C 5.92 7.03 1.72
H 2.39 3.47 -9.14
H -2.05 0.80 9.55
H -0.58 -5.22 2.31
H -5.33 -4.34 3.13
O -7.19 -1.78 -2.62
H 2.36 -7.19 0.46
O 1.53 2.32 -7.70
O 1.82 -2.31 1.54
H 7.49 6.30 -2.96
H 2.36 6.98 4.08
H -9.49 -4.54 1.67
N 4.75 8.83 2.89
H -2.86 -8.34 -2.04
C -8.66 -8.13 2.47
O -0.83 2.81 -2.10
H -2.72 -3.18 -3.61
H 4.28 -0.23 0.33
H -6.13 -7.37 -2.62
H -11.19 -5.10 3.20
H -6.60 1.64 3.20
H 0.04 -7.94 3.98
H -3.07 5.99 -6.47
N -10.45 -4.48 1.35
H 7.20 3.24 -1.47
H -10.35 -1.19 0.81
H -5.83 0.49 1.97
H 0.42 -2.25 -3.76
C 2.36 2.71 5.50
H -0.60 1.14 3.02
H 1.68 10.19 3.75
H -3.63 3.65 4.04
C -1.99 -8.40 -2.70
H 3.48 2.24 1.62
C 6.36 1.16 -5.25
C -2.11 6.52 -6.24
N -3.92 0.73 3.57
H -7.53 -6.05 -0.61
H 3.58 2.77 -8.00
H -9.42 -2.60 -0.06
H -7.62 -8.06 2.63
H -1.27 -0.77 4.88
H 1.65 4.90 1.73
C -1.62 -7.03 -3.31
H 3.02 -8.86 2.45
O -0.19 1.76 9.47
C 3.90 0.01 3.12
O -8.71 -2.00 1.76
C 2.83 -3.28 1.40
C -1.34 -6.10 -2.09
H 8.68 2.81 1.54
H 4.08 -7.49 0.70
H -9.06 -7.23 -1.75
H 2.82 8.90 5.71
H -1.85 1.38 6.11
H 3.46 6.23 0.88
H 1.21 -1.26 -1.07
H -1.19 5.74 -0.39
C -10.49 -6.81 1.99
H 4.53 2.21 -3.25
H -7.73 -0.39 0.89
C 3.76 9.44 3.84
H -0.86 -4.80 0.63
H 4.56 3.05 -4.78
H -11.12 -2.79 2.53
C 3.43 7.22 1.38
H -8.47 -3.47 -2.74
C 2.38 -4.74 1.68
H -1.92 2.69 4.91
C -2.42 1.76 5.28
H 0.52 -3.03 2.89
C -1.86 -4.69 -5.58
C -2.02 -1.37 -0.81
H -7.40 -1.97 0.10
N 0.98 2.61 -4.60
H 3.40 -7.26 3.29
C 1.28 -2.24 2.84
C 7.64 2.65 1.80
C 7.25 1.66 -3.00
H -4.48 -3.90 -5.44
H -5.28 -0.28 4.31
O 2.00 -1.03 -4.49
C -4.44 1.88 2.84
H 1.98 -2.31 3.68
H 6.58 1.05 -2.42
H 2.47 3.75 5.91
C 5.17 -0.27 1.00
H -4.85 -2.26 0.64
C -2.28 -0.64 4.51
C -4.30 -1.83 -0.21
H -5.06 3.97 2.95
C 3.33 7.05 4.60
C 0.69 0.44 -0.18
H -2.19 -0.30 -0.70
H -4.72 -2.35 -1.08
H 5.75 0.36 -4.86
H -10.59 -6.93 0.90
H 6.71 -0.53 -0.69
H 1.82 -3.13 -4.34
C 7.49 1.14 2.28
H 2.66 1.34 -3.95
C 7.92 2.66 -2.05
H -7.04 -3.90 2.96
H -4.52 -0.76 -0.20
H 0.17 -6.16 -4.28
H -3.59 1.14 0.97
H 3.82 3.07 -1.03
C -0.61 -1.62 -0.34
H 3.62 -3.03 2.07
H -8.78 -8.55 1.47
H 6.00 7.64 0.81
H 2.46 7.29 1.89
H -2.89 2.92 -2.52
H -2.51 4.69 -0.63
H -1.97 1.27 -2.53
H -0.56 -1.57 0.76
C 1.03 -8.29 3.90
H 5.32 -1.25 1.44
O 6.55 4.01 -5.80
C 1.80 1.32 -0.91
H 9.38 6.08 -4.17
H 7.08 2.93 0.91
H 5.87 5.97 1.47
H 5.30 10.64 4.68
H 2.08 3.79 -6.29
H -11.84 -3.07 0.85
H 7.00 3.77 -6.59
H 0.14 5.08 -3.37
H -0.37 2.12 -6.25
H 5.83 9.92 1.79
C -0.29 -7.12 -4.16
H -0.31 0.87 7.64
C 2.81 3.44 -0.88
H 2.77 1.75 -9.16
H 6.31 4.99 -2.53
H 8.67 1.44 4.21
C 5.01 0.70 2.14
H 2.44 3.65 -1.88
H -8.02 -1.25 -2.53
C -5.54 -5.91 -0.65
H 1.46 -4.98 1.08
H 4.56 8.46 5.54
O -4.73 0.42 4.69
O -8.64 -7.88 -3.78
C -4.30 -4.92 -5.10
C 4.55 2.15 1.72
H 0.75 -1.26 2.95
C 2.44 9.67 3.17
H 4.04 5.49 3.33
C -9.83 -2.15 0.89
H -1.38 1.25 11.09
C -2.51 0.77 4.03
N -6.77 -6.63 -0.92
H -0.29 -2.59 -0.72
C 6.93 5.42 -3.29
O 6.09 1.54 4.11
C -2.11 2.25 -2.03
C -1.38 -5.02 1.59
N 3.49 -5.62 1.32
H -2.33 5.26 -2.93
C -7.64 -1.43 1.05
H 0.45 -0.05 -5.45
H -5.24 3.11 4.43
C -1.36 -4.60 -2.44
H -0.47 -4.31 -3.09
H 0.82 4.23 -7.50
H 8.49 2.13 -1.26
H 0.38 -7.68 -3.54
C -0.54 3.78 -1.12
O 2.00 2.55 -0.23
H 6.31 1.10 -0.31
H 3.48 7.99 0.59
H 2.91 4.40 -0.31
C -5.35 -5.66 0.83
O -9.18 -6.82 2.41
H -1.94 3.29 2.54
C -0.43 5.98 -3.08
C -6.31 -4.64 2.74
*
```

Results
Relative energy (zero: lowest compared OMol25 entry of this formula, charge and spin) ... 0.000 eV
Maximum force ... 2.9 eV/Å
E_LUMO ... 0.48 eV
Orbital gap ... 8.9 eV
DFT total energy ... -159676.2931 eV